Run one
# C27H30N4O5

A molecular structure, C27H30N4O5 (ωB97M-V/def2-TZVPD, the Open Molecules 2025 dataset).

Calculated values
- Kohn-Sham gap: 8.20 eV
- E_HOMO: -0.2938 Ha

CARTESIAN COORDINATES (ANGSTROEM)
1 C 6.198 1.166 3.182
2 H 6.490 2.092 2.958
3 O 4.735 1.066 2.702
4 C 4.169 -0.091 2.717
5 C 4.723 -1.421 3.142
6 C 3.916 -2.327 3.263
7 C 2.703 -2.144 2.715
8 C 2.089 -1.231 2.253
9 C 2.938 -0.093 2.286
10 H 2.571 0.945 1.794
11 C 0.665 -1.053 1.791
12 N 0.855 -1.241 0.258
13 C -0.039 -1.908 -0.736
14 O -1.173 -2.241 0.020
15 C 0.107 -2.057 -2.089
16 N -1.005 -1.379 -2.767
17 C -1.119 -0.194 -3.444
18 O -0.186 0.617 -3.335
19 C -2.653 0.019 -3.815
20 C -2.939 1.346 -4.384
21 C -4.261 0.918 -4.752
22 C -4.532 -0.103 -4.206
23 O -3.569 -0.771 -3.693
24 H -5.452 -0.664 -4.318
25 H -5.070 1.458 -5.113
26 H -2.441 2.103 -4.643
27 H -1.834 -2.047 -2.811
28 H 0.805 -1.343 -2.316
29 H 0.381 -2.876 -2.286
30 C 1.872 -0.322 -0.538
31 C 1.589 0.863 -0.829
32 C 2.764 1.475 -1.465
33 C 3.910 0.986 -1.531
34 N 4.249 -0.305 -1.242
35 C 3.211 -0.942 -0.664
36 H 3.204 -1.916 -0.162
37 H 4.787 1.294 -1.973
38 H 2.611 2.882 -1.785
39 H 0.678 1.380 -0.780
40 H 0.195 -1.876 2.061
41 C -0.149 0.325 1.867
42 O 0.397 1.424 2.575
43 N -1.325 -0.032 1.738
44 H -1.583 -0.894 1.169
45 C -2.393 0.895 1.989
46 C -3.919 0.317 1.817
47 C -4.244 -0.244 0.484
48 C -4.208 0.798 -0.686
49 C -2.857 1.243 -0.531
50 C -2.311 2.032 0.863
51 H -1.426 2.352 0.704
52 H -3.115 2.760 0.982
53 H -2.930 1.995 -1.447
54 H -2.073 0.653 -0.941
55 H -4.522 0.423 -1.561
56 H -4.973 1.768 -0.216
57 H -5.200 -0.762 0.665
58 H -3.512 -1.072 0.415
59 H -4.625 1.113 2.306
60 H -3.924 -0.145 2.649
61 H -2.233 1.407 2.723
62 H 1.882 -3.085 2.734
63 H 4.128 -3.366 3.701
64 H 5.791 -1.259 3.783
65 H 6.309 0.883 4.174
66 H 6.876 0.405 2.580

***

Run two
# C27H30N4O5

A single C27H30N4O5 molecule (ωB97M-V/def2-TZVPD, the Open Molecules 2025 dataset).

Calculated values
- Kohn-Sham gap: 4.85 eV
- E_HOMO: -0.2198 Ha

CARTESIAN COORDINATES (ANGSTROEM)
1 C -6.949 -0.486 -1.151
2 C -6.545 0.767 -0.635
3 C -5.260 1.254 -0.889
4 C -4.412 0.533 -1.730
5 C -3.055 1.074 -2.050
6 O -2.184 0.730 -0.937
7 C -0.833 0.947 -1.142
8 N -0.322 1.177 0.117
9 N 0.717 0.360 0.544
10 C 1.095 -0.713 -0.479
11 O 1.573 -0.526 -1.579
12 O 0.967 -1.950 0.056
13 C 1.728 -3.004 -0.665
14 C 0.900 -4.239 -0.833
15 C 0.620 -5.075 0.254
16 C 0.124 -6.369 0.026
17 C -0.169 -6.793 -1.274
18 C -0.129 -5.871 -2.328
19 C 0.387 -4.589 -2.099
20 O -0.310 1.038 -2.233
21 C -4.778 -0.716 -2.225
22 C -6.048 -1.220 -1.952
23 H -7.959 -0.877 -0.926
24 H -7.232 1.339 0.000
25 H -4.925 2.192 -0.444
26 H -2.647 0.680 -2.984
27 H -3.038 2.169 -2.099
28 H 1.937 -2.569 -1.620
29 H 2.648 -3.145 -0.073
30 H 0.788 -4.679 1.254
31 H -0.058 -7.009 0.893
32 H -0.529 -7.806 -1.428
33 H -0.497 -6.161 -3.320
34 H 0.357 -3.840 -2.900
35 H -4.057 -1.303 -2.799
36 H -6.361 -2.179 -2.361
37 C 0.514 5.149 3.092
38 C 1.295 4.940 1.790
39 N 1.166 3.674 1.055
40 C 0.896 3.896 -0.394
41 C 2.146 3.876 -1.284
42 C 1.340 2.431 1.639
43 C 1.796 1.163 0.861
44 N 2.689 0.272 1.580
45 C 2.506 0.030 2.888
46 C 3.379 -0.817 3.552
47 C 4.291 -1.551 2.805
48 C 4.312 -1.419 1.417
49 C 3.562 -0.446 0.808
50 O 1.274 2.341 2.857
51 H 0.564 6.217 3.370
52 H -0.549 4.929 2.926
53 H 0.909 4.582 3.946
54 H 0.913 5.689 1.078
55 H 2.364 5.156 1.957
56 H 0.213 3.102 -0.720
57 H 0.340 4.850 -0.497
58 H 1.849 3.353 -2.204
59 H 2.466 4.908 -1.505
60 H 2.976 3.351 -0.790
61 H 2.400 1.418 -0.112
62 H 1.831 0.684 3.455
63 H 3.343 -0.749 4.643
64 H 5.044 -2.154 3.280
65 H 4.962 -1.934 0.738
66 H 3.664 -0.077 -0.221

***

run two is the most stable structure; the next one sits 1659.3 kJ/mol above it.